No. 1
{"formula": "C20H37CrNO4Si", "method": "ωB97M-V with the def2-TZVPD basis set", "symbols": ["C", "C", "C", "C", "C", "Cr", "C", "C", "C", "N", "H", "H", "H", "H", "H", "H", "H", "H", "H", "H", "C", "C", "C", "C", "O", "Si", "O", "O", "C", "C", "C", "C", "O", "C", "C", "C", "C", "H", "H", "H", "H", "H", "H", "H", "H", "H", "H", "H", "H", "H", "H", "H", "H", "H", "H", "H", "H", "H", "H", "H", "H", "H", "H", "H"], "positions_angstrom": [[0.88259, -1.40057, -1.83425], [-0.46554, -1.51275, -2.28501], [-1.19900, -2.30499, -1.34322], [-0.29489, -2.70019, -0.28877], [1.01747, -2.13919, -0.60181], [-0.29299, -0.47468, 0.18176], [-1.22509, 1.22990, -0.55343], [0.18420, 1.76910, -0.71341], [0.53296, 2.74530, -1.62796], [0.97416, 1.00511, 0.02981], [-2.21933, -2.66218, -1.45971], [-0.85237, -1.13087, -3.22853], [-0.50258, -3.42033, 0.50833], [1.94600, -2.37714, -0.08234], [1.69794, -0.90270, -2.36009], [-1.79863, 1.22632, -1.48016], [1.93300, 1.26642, 0.24799], [-1.77971, 1.69231, 0.27959], [-0.25989, 3.17666, -2.22531], [1.57249, 2.98886, -1.82450], [2.40923, -0.72320, 3.78272], [1.32039, -1.62245, 4.35906], [1.08287, -2.80728, 3.43109], [1.72204, -2.13564, 5.73829], [0.08879, -0.87121, 4.55469], [-0.63387, 0.11629, 3.43592], [-0.78675, -0.61806, 2.02139], [-2.09506, 0.55719, 4.07896], [-3.21900, -0.32175, 4.36144], [-3.76143, -0.90841, 3.06194], [-2.78430, -1.44126, 5.30210], [-4.29322, 0.53534, 5.02169], [0.27563, 1.47993, 3.33716], [-0.01381, 2.88349, 3.54844], [-0.95820, 3.41096, 2.47691], [-0.62264, 3.11913, 4.92502], [1.32324, 3.60702, 3.45363], [3.35339, -1.28681, 3.75524], [2.55507, 0.16535, 4.40966], [2.17500, -0.40948, 2.75622], [2.02007, -3.37336, 3.32832], [0.31564, -3.47377, 3.84599], [0.76532, -2.47535, 2.43619], [2.67107, -2.68183, 5.67261], [1.84726, -1.30731, 6.44527], [0.96193, -2.82154, 6.13219], [-2.98211, -1.45022, 2.51194], [-4.58321, -1.60018, 3.29697], [-4.15414, -0.10695, 2.42338], [-2.28988, -1.03368, 6.19304], [-3.67505, -2.00160, 5.62595], [-2.10612, -2.14590, 4.80330], [-3.91606, 1.01513, 5.93283], [-4.65219, 1.30884, 4.33129], [-5.14798, -0.09515, 5.29825], [-1.94614, 2.94252, 2.56413], [-1.08119, 4.49590, 2.61614], [-0.55608, 3.23693, 1.47052], [0.03361, 2.72681, 5.71177], [-0.74165, 4.20263, 5.07739], [-1.60853, 2.64903, 5.01273], [2.00050, 3.27317, 4.25010], [1.80202, 3.42236, 2.48389], [1.16174, 4.68769, 3.56395]], "forces_ev_per_angstrom": [[-0.5, -0.9, 0.6], [0.4, -0.4, 0.9], [1.2, 0.0, 0.5], [0.7, 0.0, -1.2], [-1.1, -0.8, -0.7], [0.0, 0.4, -0.6], [0.2, 0.0, 0.4], [-0.7, 1.5, -1.8], [-0.3, -0.6, 0.7], [0.6, -0.5, 1.6], [0.2, 0.3, 0.2], [0.1, 0.1, 0.4], [0.0, 0.5, -0.3], [-0.3, 0.3, -0.1], [-0.4, 0.1, 0.3], [0.0, 0.0, 0.1], [-0.4, -0.1, -0.4], [0.2, -0.1, -0.3], [0.1, 0.2, 0.0], [0.0, 0.0, 0.0], [0.3, 0.0, 0.0], [-0.6, 0.4, 0.2], [0.0, -0.2, -0.2], [0.1, 0.0, 0.1], [0.5, -0.3, -0.3], [0.0, -0.2, -0.3], [0.1, 0.1, 0.0], [-0.5, -0.4, 0.2], [0.6, 0.2, -0.2], [-0.2, -0.1, -0.1], [-0.2, -0.2, 0.2], [-0.1, 0.0, 0.1], [-0.3, 1.0, 0.3], [0.1, -0.7, -0.1], [-0.1, 0.1, -0.2], [-0.1, 0.1, 0.3], [0.2, 0.1, 0.0], [-0.2, 0.1, 0.0], [-0.1, -0.1, -0.2], [-0.1, 0.0, 0.2], [-0.2, 0.0, 0.0], [0.1, 0.1, -0.1], [0.0, 0.0, 0.2], [-0.1, 0.1, 0.0], [0.0, -0.1, -0.1], [0.1, 0.2, -0.1], [-0.2, 0.2, 0.1], [0.1, 0.1, -0.1], [0.1, -0.1, 0.0], [0.0, -0.1, -0.2], [0.2, 0.1, 0.0], [-0.1, 0.2, 0.2], [0.0, -0.1, -0.2], [0.1, -0.1, 0.1], [0.1, 0.1, -0.1], [0.2, 0.0, 0.0], [0.0, -0.2, -0.1], [-0.1, 0.0, 0.2], [-0.1, 0.0, -0.1], [0.0, -0.2, 0.0], [0.3, 0.0, 0.0], [-0.1, 0.0, -0.1], [-0.2, 0.0, 0.2], [0.1, -0.2, 0.0]], "lowdin_spin": [0.009, 0.000, 0.022, 0.009, 0.023, 3.042, -0.070, 0.006, 0.023, -0.006, 0.012, 0.004, 0.013, 0.014, 0.004, -0.004, 0.003, 0.001, 0.001, 0.002, 0.036, 0.001, 0.058, 0.158, 0.011, 0.016, 0.058, 0.003, 0.001, 0.025, 0.087, 0.070, 0.002, 0.001, 0.009, 0.037, 0.019, 0.013, 0.008, 0.002, 0.021, 0.025, 0.001, 0.030, 0.025, 0.034, 0.003, 0.010, 0.003, 0.021, 0.021, 0.010, 0.018, 0.007, 0.013, 0.001, 0.002, 0.000, 0.012, 0.006, 0.002, 0.007, 0.001, 0.003], "energy_ev": -67323.1282, "multiplicity": 5, "orbital_gap_ha": [0.0596, 0.2368], "de_lowest_ev": 0.000, "total_charge": -2, "e_lumo_ev": [4.67, 4.88], "homo_energy_ev": [3.1, -1.6]}

***

No. 2
{"formula": "C20H37N3OPTc", "method": "ωB97M-V with the def2-TZVPD basis set", "symbols": ["C", "C", "C", "C", "H", "H", "H", "H", "H", "H", "H", "H", "H", "C", "C", "C", "H", "C", "C", "H", "H", "H", "H", "C", "C", "C", "H", "C", "C", "H", "H", "H", "H", "Tc", "C", "N", "C", "P", "O", "N", "C", "C", "N", "C", "C", "H", "H", "H", "H", "H", "H", "H", "H", "H", "H", "H", "H", "H", "H", "H", "H", "H", "H"], "positions_angstrom": [[0.03913, -4.63609, 0.46469], [-0.06079, -4.56137, 1.92962], [-1.15611, -4.95926, -0.32515], [1.37008, -4.74725, -0.14957], [-1.34023, -6.04872, -0.34336], [-1.05644, -4.64411, -1.37363], [-2.06099, -4.49786, 0.09651], [-0.01847, -5.56972, 2.38033], [-1.00403, -4.10352, 2.25731], [0.77183, -3.98688, 2.35896], [1.71558, -5.79684, -0.15876], [2.12072, -4.17402, 0.41217], [1.37521, -4.40269, -1.19189], [-1.90989, 1.19502, 0.65978], [-2.16343, 0.05371, -0.18504], [-1.62034, -1.10560, 0.48718], [-2.77423, 0.07544, -1.07718], [-1.18435, -0.68642, 1.80201], [-1.38798, 0.71020, 1.91116], [-1.23867, 1.32462, 2.79376], [-2.21803, 2.21139, 0.43703], [-1.73815, -2.14034, 0.17528], [-0.81491, -1.35791, 2.57747], [1.70585, 0.12423, -1.76676], [0.50504, 0.67157, -2.33103], [-0.50243, -0.35062, -2.29215], [0.40416, 1.64582, -2.78877], [0.04967, -1.48556, -1.60447], [1.42102, -1.18867, -1.28726], [2.11451, -1.85927, -0.78042], [2.67291, 0.61645, -1.76069], [-1.48663, -0.26352, -2.73078], [-0.41799, -2.44855, -1.45658], [-0.06287, 0.15859, -0.28522], [3.39553, 4.03232, -1.46520], [2.84276, 3.45755, -0.24190], [3.78998, 2.60756, 0.48230], [1.24522, 3.42579, 0.12698], [0.78160, 2.01997, 0.38604], [1.00150, 4.34169, 1.51539], [-0.36970, 4.73897, 1.85432], [1.70854, 3.91349, 2.72700], [0.46359, 4.19102, -1.11381], [0.68978, 5.62138, -1.37660], [-0.89498, 3.79592, -1.50162], [4.26121, 3.42208, -1.76055], [3.76171, 5.06297, -1.30838], [2.65833, 4.01291, -2.27739], [4.42513, 3.19502, 1.16515], [3.28044, 1.82658, 1.05620], [4.45561, 2.12395, -0.24802], [-1.01503, 3.86622, 2.05256], [-0.29766, 5.32534, 2.77710], [-0.81389, 5.37272, 1.07952], [1.50556, 2.85716, 2.96892], [2.78706, 4.08216, 2.65128], [1.31950, 4.52629, 3.54676], [0.35021, 5.81513, -2.40348], [0.09131, 6.25394, -0.70348], [1.74497, 5.89934, -1.31071], [-1.10170, 4.22553, -2.49071], [-0.99467, 2.70657, -1.57369], [-1.64552, 4.18997, -0.79747]], "forces_ev_per_angstrom": [[0.0, 0.6, 0.0], [0.0, 0.1, 0.6], [-0.5, -0.1, -0.3], [0.6, -0.1, -0.2], [-0.1, 0.1, -0.1], [0.0, -0.1, 0.1], [0.1, -0.1, -0.1], [0.0, 0.2, 0.1], [0.1, -0.1, 0.0], [-0.2, -0.1, 0.0], [0.1, 0.1, -0.1], [-0.1, -0.1, -0.1], [0.0, -0.1, 0.1], [-0.6, -1.3, 1.0], [-1.0, 0.4, 1.0], [-1.2, 0.3, 0.9], [0.1, -0.1, 0.1], [0.4, 0.4, -0.6], [-0.5, 0.1, -0.5], [0.3, -0.2, -0.2], [0.2, -0.2, 0.1], [0.1, 0.4, 0.1], [0.0, 0.3, -0.3], [-0.2, -0.2, -0.4], [0.9, -1.1, -0.7], [0.5, 0.2, -0.7], [0.0, -0.1, 0.1], [0.5, -0.1, -0.9], [0.5, 0.2, 0.1], [-0.2, 0.3, -0.3], [-0.2, 0.0, 0.3], [0.2, -0.1, 0.1], [0.0, 0.2, 0.0], [-0.1, -0.3, 0.5], [0.2, 0.3, -0.1], [0.2, -0.4, -0.3], [0.3, 0.0, 0.3], [0.1, 0.5, 0.7], [0.1, 0.8, 0.1], [0.1, 0.2, -0.3], [0.0, -0.1, -0.1], [0.1, -0.1, 0.1], [-0.1, 0.0, 0.0], [-0.1, 0.1, -0.1], [-0.1, -0.1, 0.0], [-0.3, 0.2, 0.0], [-0.1, -0.4, -0.1], [0.3, 0.1, 0.2], [-0.2, -0.2, -0.2], [0.0, 0.2, -0.1], [-0.2, 0.0, 0.3], [0.0, 0.2, -0.1], [-0.2, 0.0, -0.3], [0.1, -0.2, 0.1], [0.1, 0.2, 0.0], [-0.2, -0.1, -0.1], [0.3, -0.2, -0.1], [0.2, 0.0, 0.2], [0.2, -0.1, -0.1], [-0.3, -0.1, 0.2], [0.0, -0.2, 0.2], [0.0, 0.3, 0.2], [0.1, -0.1, -0.2]], "lowdin_spin": [0.563, 0.090, 0.092, 0.091, 0.035, 0.007, 0.008, 0.035, 0.008, 0.007, 0.035, 0.007, 0.008, 0.060, 0.011, 0.024, 0.000, 0.003, 0.147, 0.009, 0.005, 0.006, -0.002, 0.072, 0.050, -0.003, 0.007, 0.003, -0.001, -0.002, 0.006, 0.000, 0.005, 1.478, 0.000, 0.000, 0.000, 0.013, 0.100, 0.007, 0.000, 0.001, 0.001, 0.001, 0.005, 0.000, 0.000, 0.000, 0.000, 0.000, 0.000, 0.000, 0.000, 0.000, 0.000, 0.000, 0.000, 0.000, 0.000, 0.000, 0.000, 0.004, 0.000], "energy_ev": -39337.9777, "multiplicity": 4, "orbital_gap_ha": [0.2684, 0.2595], "de_lowest_ev": 0.162, "total_charge": 1, "e_lumo_ev": [-1.93, -3.87], "homo_energy_ev": [-9.2, -10.9]}

***

No. 3
{"formula": "C20H37N4V", "method": "ωB97M-V with the def2-TZVPD basis set", "symbols": ["V", "N", "N", "N", "N", "H", "C", "H", "H", "H", "C", "H", "H", "C", "H", "H", "H", "H", "C", "H", "H", "C", "H", "C", "H", "H", "H", "C", "H", "H", "H", "H", "C", "H", "H", "C", "H", "C", "H", "H", "H", "H", "C", "C", "H", "H", "C", "H", "C", "H", "H", "C", "C", "C", "C", "C", "C", "H", "H", "H", "H", "H"], "positions_angstrom": [[-0.22026, -0.35071, 0.41315], [-0.37515, -0.22240, 2.23728], [-1.10100, -2.04675, 0.11572], [0.71324, 1.24899, -0.21016], [1.11492, -0.83149, -0.84177], [0.32629, -2.05948, 3.04400], [-0.52300, -1.36567, 3.13124], [-1.44991, -1.92021, 2.90983], [-0.55684, -0.98853, 4.16600], [-0.13722, 1.02612, 3.90032], [-0.53150, 1.07941, 2.87144], [-1.59469, 1.37311, 2.90520], [0.01539, 1.85319, 2.31762], [-0.37668, -3.22868, 0.54983], [-0.24002, -3.93783, -0.28614], [0.61535, -2.95439, 0.94054], [-0.93600, -3.75148, 1.34710], [-2.15586, -2.98600, -1.44831], [-2.34336, -2.37278, -0.54587], [-2.99999, -2.95923, 0.12398], [-2.88858, -1.47669, -0.85521], [0.96387, 2.65563, 0.01428], [1.50388, 2.73997, 0.98114], [-0.31724, 3.46536, 0.16311], [-1.09644, 2.95321, 0.73482], [-0.08065, 4.40717, 0.67476], [-0.73545, 3.70755, -0.82118], [1.85618, 3.25890, -1.06148], [1.85603, 4.34882, -0.95689], [2.89021, 2.91355, -0.97332], [1.48239, 3.00927, -2.06127], [3.28274, -2.54369, -2.84560], [3.02354, -1.69256, -2.20787], [3.03255, -0.78818, -2.82473], [3.78533, -1.61757, -1.42895], [1.65203, -1.94045, -1.61337], [1.75669, -2.77292, -0.89546], [0.64270, -2.39013, -2.67333], [-0.30051, -1.83233, -2.60708], [1.06147, -2.22490, -3.67278], [0.42545, -3.46112, -2.56286], [2.01431, 0.82264, -1.83547], [1.68582, 0.46122, -0.84568], [2.23338, -0.64729, 1.92423], [1.87898, 0.31212, 2.32958], [2.15522, -1.49452, 2.61069], [3.14378, -0.64875, 0.93129], [3.92063, -1.41479, 0.83439], [3.20501, 0.48072, -0.01059], [3.25955, 1.46636, 0.46400], [3.94928, 0.37935, -0.80166], [-4.51121, 1.89227, -0.81572], [-3.44264, 1.87446, -1.71443], [-2.23450, 1.23445, -1.36796], [-2.09984, 0.63562, -0.11815], [-3.16080, 0.64712, 0.78593], [-4.37712, 1.27869, 0.43455], [-5.44979, 2.37956, -1.08511], [-3.53832, 2.35850, -2.69241], [-1.40153, 1.21501, -2.07756], [-3.06667, 0.15951, 1.75770], [-5.20343, 1.28366, 1.14460]], "forces_ev_per_angstrom": [[-1.8, -0.1, -1.9], [-0.8, -0.1, 0.3], [0.3, 1.2, 0.7], [-0.9, -0.9, 1.3], [-0.4, 0.6, -0.3], [-0.4, 0.1, 0.1], [-0.3, 0.3, 0.1], [0.2, 0.1, 0.1], [0.0, -0.3, -0.2], [-0.1, 0.3, -0.2], [0.4, -0.2, 0.2], [0.3, 0.0, 0.1], [-0.1, -0.2, 0.2], [-0.1, 0.0, -0.1], [0.0, 0.1, 0.2], [-0.2, -0.1, -0.1], [0.2, 0.1, -0.2], [-0.1, 0.1, 0.2], [-0.1, -0.2, -0.3], [0.2, 0.1, -0.1], [0.2, -0.3, 0.1], [0.1, -0.1, 0.5], [0.0, 0.0, -0.2], [-0.2, 0.3, -0.1], [0.2, 0.0, -0.1], [-0.1, -0.1, -0.2], [0.0, -0.1, 0.2], [0.1, 0.3, -0.1], [0.0, -0.1, 0.0], [-0.2, 0.1, -0.2], [0.0, 0.1, 0.1], [0.0, 0.1, 0.0], [0.2, -0.1, -0.1], [0.1, -0.1, 0.0], [-0.1, 0.0, -0.2], [-0.6, -0.2, 1.0], [0.1, 0.1, -0.2], [-0.2, -0.1, -0.4], [0.3, -0.2, 0.1], [-0.2, -0.1, 0.0], [0.0, 0.2, -0.2], [-0.4, -0.1, 0.0], [2.8, -0.2, -0.3], [2.1, 0.4, 0.9], [-0.1, -0.6, -0.7], [0.1, 0.3, -0.3], [0.5, 0.7, 1.0], [-0.9, -0.4, -0.3], [-1.6, 0.1, -0.7], [0.1, -0.3, 0.0], [0.1, 0.1, 0.3], [0.1, -0.1, 0.2], [0.4, -0.3, 0.0], [-0.8, 0.4, -0.2], [1.4, -0.7, 0.2], [-0.8, 0.4, -0.4], [0.7, -0.2, 0.0], [0.3, -0.1, 0.1], [0.0, -0.2, 0.4], [-0.3, 0.1, 0.3], [-0.1, 0.1, -0.2], [0.1, 0.0, -0.2]], "nbo_charge": [1.724, -0.708, -0.644, -0.665, -0.719, 0.196, -0.410, 0.200, 0.199, 0.192, -0.414, 0.200, 0.218, -0.417, 0.189, 0.212, 0.195, 0.181, -0.418, 0.189, 0.228, -0.050, 0.169, -0.604, 0.228, 0.208, 0.212, -0.617, 0.217, 0.211, 0.211, 0.217, -0.609, 0.205, 0.211, -0.048, 0.180, -0.611, 0.224, 0.205, 0.205, 0.169, 0.145, -0.442, 0.206, 0.197, -0.162, 0.206, -0.495, 0.215, 0.212, -0.230, -0.212, -0.236, -0.295, -0.187, -0.230, 0.213, 0.210, 0.218, 0.199, 0.210], "energy_ev": -52983.6966, "orbital_gap_ha": [0.2706, 0.2707], "de_lowest_ev": 0.000, "e_lumo_ev": [-0.25, -0.25], "homo_energy_ev": [-7.6, -7.6]}